{"formula": "C36H24HgN4O6PS", "method": "ωB97M-V/def2-TZVPD", "elements": ["Hg", "N", "C", "C", "C", "C", "C", "C", "N", "C", "C", "C", "S", "C", "N", "H", "H", "H", "H", "H", "H", "H", "O", "C", "O", "C", "C", "C", "N", "C", "C", "C", "O", "O", "H", "H", "H", "O", "C", "O", "C", "C", "C", "C", "C", "C", "P", "C", "C", "C", "C", "C", "C", "C", "C", "C", "C", "C", "C", "H", "H", "H", "H", "H", "H", "H", "H", "H", "H", "H", "H", "H", "H"], "positions_angstrom": [[-0.172511, -0.727576, -0.633385], [-4.131651, -1.528214, 1.101175], [-3.594055, -2.723441, 1.559182], [-4.131348, -3.760219, 2.291274], [-3.291929, -4.835077, 2.593778], [-1.965382, -4.843539, 2.171594], [-1.425935, -3.794061, 1.434257], [-2.254368, -2.727380, 1.116825], [-2.003370, -1.574214, 0.419664], [-3.149738, -0.870345, 0.375586], [-3.318842, 0.314133, -0.334991], [-4.423332, 1.189821, -0.405568], [-4.068322, 2.460536, -1.534905], [-2.511375, 1.747474, -1.824981], [-2.257767, 0.687077, -1.153534], [-5.090753, -1.239383, 1.156932], [-5.163562, -3.744405, 2.617790], [-3.680278, -5.671282, 3.160711], [-1.334455, -5.686578, 2.416671], [-0.393189, -3.803464, 1.115326], [-5.374696, 1.129362, 0.084512], [-1.821136, 2.176086, -2.534784], [1.968784, -6.572142, -4.414051], [2.375006, -6.257417, -3.279247], [3.135014, -6.872664, -2.514123], [1.805015, -4.924898, -2.724830], [0.851953, -4.212210, -3.442883], [0.348376, -3.037205, -2.920946], [0.743182, -2.552841, -1.743651], [1.678107, -3.204719, -1.044340], [2.224060, -4.393428, -1.510087], [2.140922, -2.617007, 0.299784], [3.112598, -3.142984, 0.828568], [1.474666, -1.636251, 0.758846], [0.526342, -4.595776, -4.399378], [-0.389624, -2.446106, -3.451432], [2.974294, -4.903290, -0.926436], [-0.222879, 2.059940, -4.263020], [0.298472, 1.848298, -3.170905], [0.439378, 0.767329, -2.535685], [0.898598, 3.073445, -2.437624], [1.151890, 4.213773, -3.197581], [1.739826, 5.337691, -2.643679], [2.073499, 5.340405, -1.296029], [1.797021, 4.223240, -0.527724], [1.205833, 3.084387, -1.081252], [0.799540, 1.714748, 0.071073], [2.349189, 1.589653, 1.045760], [2.320753, 1.132370, 2.359967], [3.496001, 0.890654, 3.049468], [4.722374, 1.080552, 2.428288], [4.759746, 1.513053, 1.112115], [3.581262, 1.765399, 0.426169], [-0.407960, 2.483192, 1.221110], [-1.069688, 1.584496, 2.062895], [-2.086001, 2.006287, 2.902184], [-2.485032, 3.335895, 2.891101], [-1.862193, 4.228494, 2.032788], [-0.834524, 3.805557, 1.200973], [0.876128, 4.169530, -4.242393], [1.943105, 6.207488, -3.257386], [2.541046, 6.206347, -0.843059], [2.050425, 4.228806, 0.526768], [1.376361, 0.937721, 2.850363], [3.450255, 0.519561, 4.064906], [5.640790, 0.866905, 2.959462], [5.707901, 1.639962, 0.605516], [3.627041, 2.086253, -0.607883], [-0.824687, 0.527103, 2.021910], [-2.593304, 1.285428, 3.529693], [-3.299259, 3.664593, 3.523214], [-2.189047, 5.260149, 1.990516], [-0.382561, 4.514924, 0.519053]], "forces_ev_per_a": [[0.3, 0.0, -0.1], [0.0, 0.0, 0.1], [-0.1, 0.0, 0.0], [0.0, 0.0, 0.0], [0.1, 0.0, 0.0], [-0.1, 0.0, 0.0], [0.0, -0.1, 0.0], [0.0, 0.1, 0.1], [0.3, -0.2, -0.1], [-0.2, 0.1, 0.0], [-0.2, 0.1, -0.1], [0.2, 0.0, -0.1], [0.0, -0.1, 0.0], [-0.1, 0.2, 0.0], [-0.3, 0.0, 0.2], [0.0, -0.1, -0.1], [0.0, 0.0, 0.0], [0.0, 0.0, 0.0], [0.0, 0.0, 0.0], [0.0, 0.0, 0.0], [-0.1, 0.0, 0.1], [-0.1, 0.0, -0.1], [-0.1, 0.1, -0.3], [-0.2, -0.1, 0.1], [0.2, 0.0, 0.2], [0.1, 0.1, 0.0], [0.0, 0.0, 0.0], [-0.1, 0.0, -0.1], [0.0, 0.2, 0.2], [0.1, -0.2, 0.0], [0.0, 0.0, -0.1], [-0.1, 0.0, -0.1], [0.2, -0.2, 0.1], [-0.2, 0.2, 0.0], [0.0, 0.0, 0.0], [0.0, 0.0, 0.0], [0.0, 0.0, 0.0], [-0.3, 0.1, -0.4], [0.7, -0.3, 0.8], [0.0, 0.2, -0.6], [-0.1, 0.0, -0.3], [0.1, 0.0, 0.0], [0.0, -0.1, -0.1], [0.0, 0.0, 0.1], [0.1, 0.1, 0.1], [0.0, 0.0, 0.2], [0.1, -0.2, 0.1], [-0.1, 0.0, 0.0], [0.0, 0.0, 0.0], [0.0, 0.0, 0.0], [0.0, 0.0, 0.0], [0.0, 0.0, 0.0], [0.1, 0.0, -0.1], [-0.1, -0.2, -0.1], [0.0, -0.1, 0.0], [0.0, 0.1, 0.0], [0.0, 0.0, 0.0], [0.0, 0.0, 0.0], [0.1, 0.1, 0.0], [0.0, 0.0, 0.0], [0.0, 0.0, 0.0], [0.0, 0.0, 0.0], [0.0, 0.0, 0.0], [0.0, 0.0, 0.0], [0.0, 0.0, 0.0], [0.0, 0.0, 0.0], [0.0, 0.0, 0.0], [0.0, 0.0, 0.0], [0.0, 0.0, 0.0], [0.0, 0.0, 0.0], [0.0, 0.0, 0.0], [0.0, 0.0, 0.0], [0.0, 0.0, 0.0]], "relative_energy_ev": 0.606, "charge": -2, "e_tot_ha": -2949.841658, "multiplicity": 2, "orbital_gap_ha": [0.15380, 0.25396], "homo_ha": [-0.014, -0.115], "s_squared": 0.7716}